1.
{"formula": "C5H15N", "method": "ωB97M-V with the def2-TZVPD basis set", "elements": ["C", "C", "C", "H", "H", "H", "H", "H", "H", "H", "H", "C", "C", "N", "H", "H", "H", "H", "H", "H", "H"], "coordinates": [[1.99518, 1.22204, 4.86046], [1.84478, 0.10752, 3.77943], [0.41885, 0.01223, 3.28896], [1.19924, 1.95880, 4.74581], [2.90648, 1.79419, 4.66790], [1.98909, 0.83455, 5.87233], [2.19217, -0.79323, 4.31463], [2.69155, 0.10746, 3.08634], [-0.18183, -0.33542, 4.13817], [-0.11465, 0.87013, 2.89698], [0.38775, -0.84139, 2.59865], [-2.37347, 0.07493, -4.06451], [-1.01735, -0.64510, -4.02777], [-0.55943, -1.15213, -5.30851], [-3.06113, -0.16087, -3.24126], [-2.23000, 1.15127, -4.02446], [-3.01506, -0.30774, -4.86706], [-0.31992, 0.13251, -3.70698], [-0.97341, -1.48654, -3.34026], [-1.02042, -2.00234, -5.57558], [-0.75841, -0.54086, -6.09326]], "forces_ev_per_a": [[0.3, 0.4, -1.2], [1.2, 0.4, 1.8], [0.0, -2.1, 0.2], [-0.2, -0.1, 0.2], [0.1, -0.1, 0.4], [0.0, 0.0, 0.1], [-1.0, -0.3, -0.1], [-0.7, 0.8, -0.8], [0.0, 0.2, 0.0], [0.6, 0.4, -0.3], [-0.4, 0.4, -0.3], [-1.0, -0.9, 0.6], [-0.2, 0.6, -0.3], [0.4, 0.0, -0.7], [0.6, 0.0, 0.5], [-0.3, 0.1, -0.6], [0.5, 0.6, -0.5], [0.3, -0.4, 0.2], [-0.1, 0.1, 0.2], [-0.2, -0.5, 0.3], [0.1, 0.4, 0.3]], "gap_ev": 10.25, "relative_energy_kcal_mol": 18.9, "total_energy_ev": -6917.461, "homo_energy_ev": -9.175, "lumo_energy_ev": 1.1, "largest_force_ev_per_a": 2.23, "charge": 0}

2.
{"formula": "C14H16O2", "method": "ωB97M-V with the def2-TZVPD basis set", "elements": ["C", "C", "C", "C", "C", "C", "C", "O", "H", "H", "H", "H", "H", "H", "H", "H", "C", "C", "C", "C", "C", "C", "C", "O", "H", "H", "H", "H", "H", "H", "H", "H"], "coordinates": [[-4.57840, -0.75357, 4.01068], [-1.77978, -0.01153, 0.88064], [-2.18049, -1.35264, 1.10416], [-2.40952, 1.02290, 1.53483], [-3.14304, -1.59343, 2.07432], [-3.43923, 0.76635, 2.40614], [-3.73684, -0.55772, 2.79869], [-0.89665, 0.17199, -0.18661], [-1.16123, -0.49469, -0.80118], [-1.50000, -2.03488, 0.60314], [-2.08207, 1.99236, 1.17626], [-3.44684, -2.61865, 2.22850], [-4.10509, 1.50707, 2.82963], [-4.05770, -1.36865, 4.76463], [-5.42457, -1.45790, 3.86873], [-4.86551, 0.15381, 4.51154], [4.05799, 1.63326, -4.03848], [3.64745, -0.41011, -2.79795], [3.34933, 0.94900, -2.90203], [3.27848, -1.10221, -1.64579], [2.57155, 1.50033, -1.89050], [2.46920, -0.51852, -0.69350], [1.95373, 0.76851, -0.88903], [1.95192, -1.31405, 0.28949], [4.21940, -0.93982, -3.54265], [3.49667, -2.13752, -1.36470], [5.06617, 1.26241, -4.15205], [4.19723, 2.70273, -3.88527], [2.41312, 2.58413, -1.89790], [1.17042, 1.19558, -0.27757], [1.34329, -0.91479, 0.90786], [3.62100, 1.37024, -5.02403]], "forces_ev_per_a": [[-0.4, -2.3, 0.5], [-0.8, -2.0, -0.5], [0.9, 2.0, 0.5], [0.7, 0.8, -1.4], [0.1, -0.5, -0.1], [-0.4, -1.2, 0.9], [0.5, 1.0, -0.8], [-0.2, 1.2, 1.5], [0.1, -0.6, -0.9], [-0.8, -0.8, 0.1], [-0.5, 0.3, 0.4], [0.0, -0.1, 0.4], [0.5, 0.5, 0.1], [0.5, 0.5, -0.2], [-0.1, 0.9, -0.4], [-0.3, 0.4, -0.1], [-0.2, 0.3, -0.5], [-0.3, -0.6, 1.4], [0.9, -1.0, 0.1], [0.0, -0.7, 0.4], [-0.3, 1.5, -0.8], [-2.5, 1.1, 0.0], [1.5, -0.4, 0.0], [0.9, -1.3, 0.0], [0.2, 0.1, -0.2], [0.3, 0.2, -0.8], [0.4, -0.3, 0.3], [-0.5, 0.1, -0.3], [-0.2, -0.3, -0.2], [0.3, 0.0, 0.2], [-0.1, 0.8, -0.2], [-0.2, 0.6, 0.5]], "gap_ev": 8.86, "relative_energy_kcal_mol": 28.8, "total_energy_ev": -18871.385, "homo_energy_ev": -8.106, "lumo_energy_ev": 0.8, "largest_force_ev_per_a": 2.69, "charge": 0}

3.
{"formula": "C3H11N2", "method": "ωB97M-V with the def2-TZVPD basis set", "elements": ["C", "N", "H", "H", "H", "H", "C", "C", "N", "H", "H", "H", "H", "H", "H", "H"], "coordinates": [[1.70406, -2.40640, 0.57812], [0.58104, -1.84174, 0.36217], [1.72074, -3.31941, 1.17290], [2.61164, -1.82796, 0.44845], [-0.18194, -2.45199, 0.65750], [0.56404, 1.47409, 1.40297], [-1.39602, 0.87717, -1.26000], [-0.15920, 1.44690, -0.56325], [-0.07404, 0.90592, 0.83998], [-2.18179, 0.79208, -0.51917], [-1.69176, 1.51759, -2.08144], [-1.09894, -0.00865, -1.80851], [0.80551, 1.26848, -1.00319], [-0.25178, 2.53164, -0.48324], [-0.92510, 1.17165, 1.31530], [-0.02648, -0.12938, 0.94140]], "forces_ev_per_a": [[-1.0, 0.7, 1.4], [0.2, -0.1, 0.0], [0.5, -0.3, -0.6], [0.2, -0.2, -0.4], [0.0, -0.1, -0.1], [0.8, -0.8, -0.2], [1.5, 0.2, -0.6], [-0.4, 0.4, 0.1], [-1.0, 1.4, 0.8], [-0.4, -0.4, -0.3], [-0.3, 0.6, 0.2], [-0.4, -0.8, 0.6], [0.2, -0.4, -0.5], [0.0, -0.1, 0.3], [-0.9, -0.1, 0.0], [1.0, 0.1, -0.7]], "gap_ev": 11.48, "relative_energy_kcal_mol": 29.9, "total_energy_ev": -6262.286, "homo_energy_ev": -14.745, "lumo_energy_ev": -3.3, "largest_force_ev_per_a": 1.85, "charge": 1}

4.
{"formula": "C4H6BeFO4", "method": "ωB97M-V with the def2-TZVPD basis set", "elements": ["C", "O", "Be", "H", "H", "H", "C", "O", "C", "C", "O", "O", "F", "H", "H", "H"], "coordinates": [[-2.04884, -0.74553, -1.39971], [-0.71725, -1.11087, -1.20850], [0.29727, -1.76353, -1.84761], [-2.65465, -0.98680, -0.50856], [-2.13798, 0.34108, -1.57391], [-2.45935, -1.26650, -2.28125], [-0.24551, -2.31222, -0.05588], [-0.43751, -1.46704, 1.01215], [-1.51618, -1.89988, 1.77964], [-1.69524, -3.34922, 1.34178], [-1.05800, -3.38069, 0.06990], [0.87176, -2.37956, -0.60661], [-2.62327, -1.14592, 1.45761], [-1.30755, -1.74272, 2.84265], [-1.19616, -4.04395, 2.02893], [-2.75055, -3.61295, 1.22381]], "forces_ev_per_a": [[-1.3, 0.3, -0.6], [-4.6, 2.0, 1.4], [3.8, -1.1, -4.6], [0.4, 0.1, -0.7], [0.2, -0.4, 0.1], [0.1, 0.2, 0.3], [-1.0, 1.3, 1.8], [0.3, -0.6, 1.4], [0.4, -0.2, 0.1], [-0.5, 0.1, 0.3], [0.2, 0.0, -0.5], [2.1, -1.9, 1.0], [-0.2, -0.1, 0.5], [-0.1, 0.0, -0.3], [-0.1, 0.1, -0.2], [0.2, 0.0, 0.0]], "gap_ev": [5.84, 11.93], "relative_energy_kcal_mol": 27.6, "total_energy_ev": -15552.285, "homo_energy_ev": [-5.292, -11.421], "lumo_energy_ev": [0.6, 0.5], "largest_force_ev_per_a": 6.04, "charge": 0, "multiplicity": 2}

5.
{"formula": "C3H6Cl2S", "method": "ωB97M-V with the def2-TZVPD basis set", "elements": ["C", "C", "C", "H", "H", "H", "H", "H", "H", "S", "Cl", "Cl"], "coordinates": [[-0.05014, 0.32120, 0.05819], [1.35293, -0.26897, 0.02823], [-1.22651, -0.84044, 0.39181], [-0.18810, 2.96251, -0.35119], [-0.20816, 1.10833, 0.85657], [2.10834, 0.69150, 0.25710], [1.55273, -0.95870, 0.89157], [-0.42397, -1.87968, 0.79759], [-2.07910, -0.46113, 1.09697], [-0.35945, 1.63125, -1.33249], [1.68424, -1.18410, -1.41989], [-2.16282, -1.12176, -1.27446]], "forces_ev_per_a": [[-2.4, 0.8, 1.2], [1.5, 2.7, 2.3], [2.1, -0.1, -1.0], [-0.4, -3.2, -2.3], [0.8, -1.5, -0.2], [-1.7, -2.7, -1.2], [-0.5, 0.6, -0.7], [-3.4, 3.1, -1.4], [2.0, -1.0, -1.2], [0.4, 1.6, 2.8], [0.2, 0.0, -0.4], [1.1, -0.3, 2.1]], "gap_ev": 9.56, "relative_energy_kcal_mol": 72.7, "total_energy_ev": -39085.148, "homo_energy_ev": -9.491, "lumo_energy_ev": 0.1, "largest_force_ev_per_a": 4.75, "charge": 0}

6.
{"formula": "C5H13NO2", "method": "ωB97M-V with the def2-TZVPD basis set", "elements": ["C", "C", "C", "C", "C", "N", "O", "H", "H", "H", "H", "H", "H", "H", "H", "H", "H", "H", "H", "H", "O"], "coordinates": [[2.19183, 0.52210, -0.77669], [1.47905, -0.43410, 0.26319], [0.30659, 0.30813, 0.96148], [-0.62530, -0.88308, 1.53308], [-1.95433, -1.16973, 0.69041], [-1.72756, -1.37970, -0.63948], [-3.03027, -1.28472, 1.26461], [3.25680, 0.28329, -0.99503], [2.33178, 1.47705, -0.22327], [1.79172, 0.89265, -1.68690], [1.13472, -1.39102, -0.15739], [2.10858, -0.66892, 1.09163], [0.62071, 0.96071, 1.86380], [-0.34808, 0.81656, 0.27088], [-0.12131, -1.83708, 1.39577], [-0.88880, -0.62998, 2.54085], [-2.34444, -1.27012, -1.36449], [-0.76341, -1.42407, -0.91813], [-1.91182, 2.47744, -1.47983], [-0.42396, 2.66479, -1.90918], [-1.08249, 1.96980, -1.72528]], "forces_ev_per_a": [[2.0, 0.5, 2.5], [-0.6, 2.0, -1.5], [-0.9, -2.1, 1.3], [-0.6, 1.0, -1.9], [0.2, 0.3, 1.9], [2.3, -0.2, 1.8], [0.8, 0.4, -1.0], [-0.7, -0.5, 0.1], [-0.1, -0.4, 0.0], [-1.3, -0.6, -0.9], [0.2, 0.4, -0.1], [1.1, -0.4, 0.2], [-0.3, -0.9, -1.8], [0.3, 0.7, -0.2], [0.4, -0.1, 0.8], [-0.4, -0.5, 0.5], [-2.1, 0.1, -1.5], [0.0, 0.3, -0.1], [1.5, -0.9, -0.4], [-0.4, -0.4, 0.1], [-1.1, 1.3, 0.3]], "gap_ev": 9.84, "relative_energy_kcal_mol": 34.1, "total_energy_ev": -10980.399, "homo_energy_ev": -9.309, "lumo_energy_ev": 0.5, "largest_force_ev_per_a": 3.24, "charge": 0}

- Number 6 is which compound?
  C5H13NO2

- Among the records above, which one has the highest charge?
  C3H11N2

Copy entry 3 word for word.
{"formula": "C3H11N2", "method": "ωB97M-V with the def2-TZVPD basis set", "elements": ["C", "N", "H", "H", "H", "H", "C", "C", "N", "H", "H", "H", "H", "H", "H", "H"], "coordinates": [[1.70406, -2.40640, 0.57812], [0.58104, -1.84174, 0.36217], [1.72074, -3.31941, 1.17290], [2.61164, -1.82796, 0.44845], [-0.18194, -2.45199, 0.65750], [0.56404, 1.47409, 1.40297], [-1.39602, 0.87717, -1.26000], [-0.15920, 1.44690, -0.56325], [-0.07404, 0.90592, 0.83998], [-2.18179, 0.79208, -0.51917], [-1.69176, 1.51759, -2.08144], [-1.09894, -0.00865, -1.80851], [0.80551, 1.26848, -1.00319], [-0.25178, 2.53164, -0.48324], [-0.92510, 1.17165, 1.31530], [-0.02648, -0.12938, 0.94140]], "forces_ev_per_a": [[-1.0, 0.7, 1.4], [0.2, -0.1, 0.0], [0.5, -0.3, -0.6], [0.2, -0.2, -0.4], [0.0, -0.1, -0.1], [0.8, -0.8, -0.2], [1.5, 0.2, -0.6], [-0.4, 0.4, 0.1], [-1.0, 1.4, 0.8], [-0.4, -0.4, -0.3], [-0.3, 0.6, 0.2], [-0.4, -0.8, 0.6], [0.2, -0.4, -0.5], [0.0, -0.1, 0.3], [-0.9, -0.1, 0.0], [1.0, 0.1, -0.7]], "gap_ev": 11.48, "relative_energy_kcal_mol": 29.9, "total_energy_ev": -6262.286, "homo_energy_ev": -14.745, "lumo_energy_ev": -3.3, "largest_force_ev_per_a": 1.85, "charge": 1}